[1]
Entry from the OMol25 dataset: a structure of composition C15H23BrF16NbO2 in a non-equilibrium geometry (wB97M-V/def2-TZVPD).

Results
HOMO   -4.87 eV
Maximum force   2.8 eV/Å
Total charge   -1
Molecular weight   712.12 g/mol
HOMO-LUMO gap   7.1 eV

Each line ends with the Mulliken charge.
Positions of all 58 atoms, in Å:
1 C 5.707 0.504 -1.038  -1.018
2 C 5.404 1.156 0.472  0.655
3 C 6.826 1.501 1.249  -1.111
4 C 4.429 2.478 0.355  -0.398
5 C 2.993 2.126 -0.420  -0.990
6 Nb 1.557 1.095 1.040  -0.769
7 Br 1.377 -1.027 -0.517  -0.163
8 H 4.840 -0.282 -1.207  0.164
9 H 6.711 -0.134 -1.029  0.321
10 H 5.739 1.360 -1.837  0.242
11 H 4.919 0.261 1.087  0.048
12 H 7.603 0.645 0.972  0.284
13 H 7.201 2.555 0.890  0.260
14 H 6.658 1.435 2.410  0.278
15 H 5.013 3.364 -0.176  0.298
16 H 4.100 2.879 1.427  0.155
17 H 3.147 1.547 -1.428  0.272
18 H 2.528 3.190 -0.696  0.281
19 H 0.088 1.834 0.282  -0.007
20 H 0.418 0.331 2.275  0.133
21 H 2.920 0.275 1.956  0.044
22 H 1.820 2.537 2.160  -0.001
23 C -0.646 -2.835 -2.949  -0.648
24 C 0.254 -4.027 -3.314  0.949
25 C 0.889 -3.957 -4.698  0.057
26 F -0.022 -3.895 -5.692  -0.217
27 F 1.635 -5.072 -4.936  -0.288
28 F -0.448 -5.179 -3.144  -0.294
29 F 1.261 -4.070 -2.385  -0.295
30 O -2.051 -3.007 -3.165  -0.418
31 C -2.495 -2.777 -4.500  0.730
32 C -3.007 -4.048 -5.191  0.215
33 F -2.076 -5.034 -5.197  -0.205
34 F -3.322 -3.806 -6.491  -0.263
35 F -1.509 -2.157 -5.193  -0.267
36 F -3.504 -1.869 -4.404  -0.299
37 H -0.556 -2.702 -1.863  0.321
38 H -0.280 -1.890 -3.370  0.359
39 H 1.557 -3.093 -4.783  0.299
40 H -3.899 -4.431 -4.688  0.222
41 C -4.952 1.111 2.811  -0.677
42 C -5.716 1.818 3.942  0.859
43 C -5.484 3.322 4.038  0.114
44 F -4.189 3.642 4.245  -0.195
45 F -6.176 3.843 5.089  -0.293
46 F -5.442 1.193 5.118  -0.274
47 F -7.052 1.607 3.717  -0.340
48 O -3.710 0.494 3.169  -0.393
49 C -2.586 1.369 3.217  0.652
50 C -2.027 1.554 4.636  0.261
51 F -2.972 1.996 5.501  -0.229
52 F -1.026 2.472 4.652  -0.239
53 F -2.912 2.541 2.620  -0.290
54 F -1.639 0.801 2.422  -0.136
55 H -5.583 0.274 2.487  0.410
56 H -4.853 1.739 1.917  0.325
57 H -5.829 3.834 3.133  0.276
58 H -1.633 0.610 5.023  0.233

[2]
Entry from the OMol25 dataset: the molecule C4H7NO3 in a non-equilibrium geometry (wB97M-V/def2-TZVPD).

Results
HOMO (spin up / spin down)   -9.09 / -9.10 eV
Maximum force   4.7 eV/Å
ΔE to the lowest compared entry with this formula, charge and spin   131.0 kcal per mole
Molecular weight   117.10 g/mol
Structure (SMILES)   C=C(C)C(=O)N(O)O
HOMO-LUMO gap (spin up / spin down)   9.5 / 9.5 eV

Each line ends with the Mulliken charge.
Positions of all 15 atoms, in Å:
1 C 0.990 -1.122 0.663  -1.087
2 C 0.788 0.093 0.154  0.631
3 C -0.595 0.632 0.048  0.463
4 C 1.884 0.850 -0.464  -1.041
5 N -1.541 -0.396 0.135  0.199
6 O -0.962 1.791 0.035  -0.685
7 O -1.358 -1.505 -0.677  -0.357
8 O -2.831 0.211 0.172  -0.506
9 H 1.919 -1.478 0.893  0.426
10 H 0.102 -1.696 0.997  0.312
11 H 2.751 0.362 -0.187  0.387
12 H 1.735 1.139 -1.582  0.243
13 H 1.912 1.890 0.054  0.251
14 H -2.146 -1.991 -0.411  0.351
15 H -2.647 1.219 0.170  0.413

[3]
Entry from the OMol25 dataset: a cluster of 10 separate species, C21H61O10S9 in total in a non-equilibrium geometry (wB97M-V/def2-TZVPD).

Results
HOMO   -4.63 eV
Maximum force   4.1 eV/Å
Total charge   -1
ΔE to the lowest compared entry with this formula, charge and spin   45.2 kcal per mole
Molecular weight   762.31 g/mol
HOMO-LUMO gap   6.5 eV

Each line ends with the Mulliken charge.
Positions of all 101 atoms, in Å:
1 C 0.346 -1.042 -0.684  -0.756
2 C -0.711 -0.003 -0.342  1.239
3 C -0.508 0.446 1.015  0.216
4 O -0.863 1.099 -1.176  -0.911
5 H 0.483 -1.821 0.066  -0.162
6 H 1.304 -0.606 -0.966  0.040
7 H -0.119 -1.564 -1.520  0.263
8 H -1.622 -0.593 -0.247  -0.225
9 H 0.378 1.078 1.080  -0.735
10 H -0.102 -0.313 1.684  -0.255
11 H -1.293 0.947 1.581  0.234
12 C 0.538 1.042 4.592  -0.489
13 S 2.068 2.000 4.280  0.289
14 O 1.577 3.231 3.537  -0.504
15 C 2.842 0.836 3.015  -0.327
16 H 0.300 1.475 5.564  0.459
17 H 0.818 0.004 4.775  0.206
18 H -0.141 1.143 3.746  -0.047
19 H 2.962 -0.124 3.516  0.499
20 H 3.739 1.296 2.601  0.310
21 H 2.181 0.681 2.162  -0.226
22 C -1.021 4.738 -1.264  -0.280
23 S -0.787 6.004 0.030  0.371
24 O -2.214 6.578 0.361  -0.620
25 C -0.622 4.666 1.381  -0.416
26 H -1.454 5.242 -2.128  0.454
27 H -1.706 4.017 -0.816  -0.252
28 H -0.085 4.200 -1.413  0.210
29 H -1.600 4.626 1.861  0.317
30 H -0.010 5.095 2.174  0.399
31 H -0.163 3.746 1.020  -0.193
32 C -1.862 -2.468 3.783  -0.572
33 S -0.324 -3.113 4.533  0.435
34 O -0.443 -4.636 4.644  -0.650
35 C 0.875 -2.899 3.133  0.491
36 H -2.350 -3.138 3.075  0.302
37 H -1.720 -1.531 3.244  0.044
38 H -2.590 -2.260 4.567  0.392
39 H 1.498 -2.017 3.282  -0.106
40 H 0.399 -2.734 2.166  -0.859
41 H 1.450 -3.824 3.184  0.449
42 C 1.600 -2.862 -5.294  -0.986
43 S 1.056 -4.014 -3.929  0.621
44 O 1.465 -5.450 -4.417  -0.695
45 C 2.356 -3.488 -2.698  -1.019
46 H 1.236 -1.858 -5.076  0.354
47 H 1.077 -3.227 -6.178  0.345
48 H 2.679 -2.943 -5.424  0.297
49 H 2.450 -4.282 -1.958  0.426
50 H 2.157 -2.501 -2.279  0.116
51 H 3.320 -3.534 -3.206  0.557
52 C -0.884 -4.162 -0.170  -0.111
53 S -1.860 -5.791 -0.141  0.426
54 O -3.034 -5.662 0.831  -0.620
55 C -2.646 -5.471 -1.788  -0.743
56 H 0.020 -4.128 -0.779  0.224
57 H -0.519 -4.086 0.854  -0.011
58 H -1.483 -3.327 -0.534  0.086
59 H -3.213 -4.541 -1.822  0.122
60 H -3.387 -6.239 -2.009  0.400
61 H -1.905 -5.616 -2.574  0.308
62 C -4.520 4.489 0.257  -0.540
63 S -5.453 2.934 -0.031  0.319
64 O -6.278 3.126 -1.356  -0.636
65 C -4.048 1.739 -0.419  -0.469
66 H -3.924 4.364 1.162  0.189
67 H -5.132 5.391 0.246  0.443
68 H -3.892 4.519 -0.633  0.086
69 H -3.695 1.901 -1.438  0.281
70 H -4.308 0.682 -0.377  0.343
71 H -3.225 1.907 0.275  -0.072
72 C 2.480 2.748 -0.076  -0.258
73 S 4.170 2.718 0.637  0.744
74 O 5.201 2.794 -0.488  -0.719
75 C 4.169 4.417 1.301  -1.114
76 H 2.371 1.933 -0.791  0.259
77 H 2.294 3.698 -0.578  0.524
78 H 1.704 2.685 0.687  -0.539
79 H 4.038 5.131 0.488  0.353
80 H 5.150 4.543 1.759  0.381
81 H 3.408 4.531 2.073  0.263
82 C -5.617 0.779 -3.251  -0.692
83 S -5.126 -0.902 -3.886  0.365
84 O -4.324 -0.680 -5.176  -0.624
85 C -4.003 -1.156 -2.394  -0.670
86 H -6.575 1.151 -3.614  0.449
87 H -4.835 1.508 -3.466  0.309
88 H -5.752 0.797 -2.170  0.082
89 H -3.497 -2.104 -2.576  0.208
90 H -4.441 -1.172 -1.396  0.406
91 H -3.174 -0.449 -2.360  0.190
92 C 6.986 -0.452 0.091  -0.793
93 S 5.898 -1.856 0.722  0.401
94 O 5.560 -1.496 2.202  -0.600
95 C 4.449 -1.537 -0.305  -0.489
96 H 6.598 0.499 0.458  0.151
97 H 7.089 -0.400 -0.993  0.331
98 H 8.007 -0.656 0.412  0.369
99 H 3.617 -2.128 0.076  0.226
100 H 4.627 -1.801 -1.347  0.411
101 H 4.075 -0.515 -0.236  0.004

[4]
Entry from the OMol25 dataset: a structure of composition C28H47BrNP3Ti in a non-equilibrium geometry (wB97M-V/def2-TZVPD).

Results
HOMO (spin up / spin down)   -12.80 / -12.90 eV
Spin multiplicity   3
Maximum force   3.3 eV/Å
Total charge   +2
ΔE to the lowest compared entry with this formula, charge and spin   0.0 kcal per mole
Molecular weight   618.38 g/mol
⟨S²⟩   2.01
HOMO-LUMO gap (spin up / spin down)   7.2 / 4.2 eV

Each line ends with the Mulliken charge.
Positions of all 81 atoms, in Å:
1 C -0.913 7.007 -3.750  -0.458
2 C -1.085 5.646 -4.042  0.639
3 C -1.400 5.282 -5.358  -0.392
4 C -1.483 6.280 -6.337  -0.325
5 N -1.290 7.567 -6.044  -0.562
6 C -1.015 7.940 -4.792  -0.301
7 C -0.957 4.651 -3.027  0.098
8 C -0.878 3.766 -2.198  -0.910
9 C -0.841 2.806 -1.164  0.953
10 C 0.228 2.799 -0.237  -0.907
11 C 0.179 1.878 0.816  0.146
12 C -1.032 1.091 0.903  -0.095
13 C -2.052 1.029 -0.030  -0.154
14 C -1.937 1.909 -1.091  -0.673
15 Ti 0.085 0.173 2.250  -1.274
16 P 1.906 -1.210 1.516  1.398
17 H -1.579 4.231 -5.572  0.386
18 H -0.715 7.297 -2.719  0.401
19 H -1.715 5.992 -7.367  0.356
20 H -0.866 9.001 -4.569  0.358
21 H -2.713 1.906 -1.865  0.491
22 H 1.056 3.498 -0.385  0.499
23 H -2.886 0.341 0.032  0.640
24 H 1.049 1.886 1.543  0.695
25 C 2.230 -2.863 2.273  -0.756
26 C 3.047 -3.892 1.481  -1.024
27 H 1.222 -3.260 2.482  0.505
28 H 2.687 -2.692 3.261  0.419
29 H 3.182 -4.809 2.077  0.406
30 H 2.538 -4.190 0.557  0.195
31 H 4.050 -3.523 1.234  0.227
32 C 1.601 -1.511 -0.278  0.583
33 C 2.530 -0.790 -1.258  -1.496
34 H 0.564 -1.169 -0.438  -0.155
35 H 1.593 -2.594 -0.491  0.100
36 H 2.236 -1.030 -2.289  0.419
37 H 2.460 0.302 -1.151  0.273
38 H 3.580 -1.097 -1.147  0.286
39 C 3.461 -0.222 1.706  -0.291
40 C 4.778 -1.002 1.656  -1.490
41 H 3.389 0.320 2.664  0.085
42 H 3.465 0.561 0.931  0.386
43 H 5.623 -0.313 1.807  0.453
44 H 4.837 -1.759 2.448  0.318
45 H 4.937 -1.490 0.685  0.251
46 Br -1.929 -1.088 2.339  -0.504
47 P -2.712 -3.481 -1.509  0.185
48 C -0.902 -3.723 -1.522  0.295
49 C -0.529 -5.194 -1.789  -1.408
50 H -0.520 -3.368 -0.549  -0.238
51 H -0.514 -3.070 -2.325  0.462
52 H 0.532 -5.266 -2.056  0.387
53 H -0.695 -5.818 -0.903  0.354
54 H -1.119 -5.604 -2.618  0.432
55 C -3.260 -3.354 0.219  0.374
56 C -4.679 -3.928 0.377  -1.335
57 H -3.212 -2.293 0.518  -0.485
58 H -2.527 -3.916 0.825  0.527
59 H -4.897 -4.099 1.439  0.379
60 H -5.434 -3.241 -0.016  0.340
61 H -4.754 -4.882 -0.155  0.390
62 C -3.028 -1.861 -2.294  -0.030
63 C -3.281 -2.005 -3.809  -1.344
64 H -2.167 -1.206 -2.081  0.022
65 H -3.925 -1.453 -1.797  0.484
66 H -3.713 -1.074 -4.205  0.397
67 H -2.356 -2.203 -4.362  0.332
68 H -3.989 -2.820 -4.009  0.391
69 C -0.279 1.498 5.629  -1.184
70 P 0.942 1.088 4.367  1.191
71 C 1.799 2.694 4.072  -1.350
72 C 2.233 0.174 5.293  -1.222
73 H -1.093 2.093 5.205  0.396
74 H 0.208 2.071 6.429  0.411
75 H -0.722 0.589 6.044  0.406
76 H 2.089 3.119 5.047  0.484
77 H 2.694 2.562 3.438  0.291
78 H 1.106 3.375 3.553  0.387
79 H 2.816 0.873 5.912  0.433
80 H 1.734 -0.564 5.937  0.393
81 H 2.921 -0.369 4.631  0.257

[5]
Entry from the OMol25 dataset: a cluster of 4 separate species, C10H12ClF3NO11PS in total in a non-equilibrium geometry (wB97M-V/def2-TZVPD).

Results
HOMO   -8.96 eV
Maximum force   9.1 eV/Å
Molecular weight   477.69 g/mol
Structure (SMILES)   O=C1OC[C@@H](F)O1.O=C1OC[C@@H](F)O1.O=C1OC[C@@H](F)O1.O=C(N[PH2]=S)OCl
HOMO-LUMO gap   7.5 eV

Each line ends with the Mulliken charge.
Positions of all 40 atoms, in Å:
1 O -0.661 3.314 -2.201  -0.420
2 C -0.254 2.389 -3.100  0.382
3 N 1.000 1.556 -2.953  -0.336
4 P 0.860 0.309 -1.684  0.247
5 S 0.041 -1.374 -2.337  -0.347
6 O -1.080 2.232 -4.332  -0.199
7 Cl -2.304 1.095 -4.111  0.061
8 H 1.838 2.162 -2.706  0.381
9 H 0.158 0.729 -0.498  0.077
10 H 2.221 -0.042 -1.257  0.147
11 C -1.654 3.216 0.891  -0.540
12 C -2.040 3.329 2.327  0.323
13 O -1.699 2.069 2.859  -0.272
14 C -0.655 1.633 2.099  0.693
15 O 0.087 0.719 2.416  -0.609
16 O -0.537 2.352 0.941  -0.246
17 F -3.375 3.498 2.455  -0.286
18 H -2.438 2.761 0.276  0.309
19 H -1.384 4.182 0.457  0.301
20 H -1.510 4.115 2.874  0.301
21 C 1.281 -5.008 -5.161  -0.411
22 C 0.299 -3.893 -5.277  0.309
23 O 1.112 -2.748 -5.397  -0.216
24 C 2.256 -3.186 -5.994  0.626
25 O 3.082 -2.453 -6.511  -0.540
26 O 2.360 -4.550 -5.951  -0.304
27 F -0.436 -3.778 -4.148  -0.273
28 H 1.625 -5.164 -4.133  0.279
29 H 0.887 -5.952 -5.546  0.276
30 H -0.363 -3.967 -6.147  0.247
31 C 0.398 0.268 5.272  -0.213
32 C 0.097 -0.894 6.156  0.336
33 O 0.146 -0.343 7.452  -0.292
34 C -0.218 0.961 7.298  0.630
35 O -0.558 1.690 8.215  -0.548
36 O -0.163 1.350 5.988  -0.275
37 F 1.060 -1.837 6.057  -0.284
38 H 1.472 0.435 5.144  0.209
39 H -0.063 0.170 4.285  0.188
40 H -0.886 -1.346 5.984  0.289

[6]
Entry from the OMol25 dataset: a cluster of 10 separate species, C10H40N20O10 in total in a non-equilibrium geometry (wB97M-V/def2-TZVPD).

Results
HOMO   -8.92 eV
Maximum force   2.7 eV/Å
ΔE to the lowest compared entry with this formula, charge and spin   30.2 kcal per mole
Molecular weight   600.56 g/mol
Structure (SMILES)   NC(N)=O.NC(N)=O.NC(N)=O.NC(N)=O.NC(N)=O.NC(N)=O.NC(N)=O.NC(N)=O.NC(N)=O.NC(N)=O
HOMO-LUMO gap   9.0 eV

Each line ends with the Mulliken charge.
Positions of all 80 atoms, in Å:
1 C 2.162 -5.770 0.449  0.530
2 O 2.280 -5.736 -0.772  -0.665
3 N 2.833 -4.986 1.348  -0.173
4 N 1.267 -6.599 1.040  -0.388
5 H 2.673 -5.189 2.322  0.241
6 H 3.673 -4.492 1.093  0.145
7 H 1.451 -6.963 1.961  0.189
8 H 0.619 -7.084 0.447  0.228
9 C 7.639 2.764 -1.236  0.566
10 O 8.662 3.258 -0.771  -0.666
11 N 7.337 1.448 -1.370  -0.243
12 N 6.704 3.565 -1.843  -0.469
13 H 6.424 1.197 -1.699  0.113
14 H 7.862 0.770 -0.808  0.358
15 H 6.132 3.214 -2.589  0.162
16 H 7.069 4.493 -1.996  0.252
17 C 4.231 -6.060 4.744  0.108
18 O 3.173 -6.145 4.135  -0.664
19 N 5.180 -5.175 4.361  -0.073
20 N 4.742 -6.956 5.668  -0.329
21 H 5.044 -4.544 3.579  0.095
22 H 6.074 -5.024 4.817  0.188
23 H 4.170 -7.787 5.673  0.228
24 H 5.665 -6.971 6.055  0.226
25 C 4.461 -0.930 -2.146  0.497
26 O 4.549 -1.726 -1.211  -0.674
27 N 4.465 -1.288 -3.449  -0.383
28 N 4.173 0.355 -1.861  -0.466
29 H 4.496 -0.642 -4.214  0.153
30 H 4.603 -2.275 -3.599  0.339
31 H 4.224 0.477 -0.859  0.216
32 H 4.051 1.060 -2.563  0.145
33 C 6.103 -2.845 1.876  0.839
34 O 5.481 -3.917 1.733  -0.481
35 N 6.648 -2.531 3.085  -0.161
36 N 6.260 -1.945 0.919  0.557
37 H 7.101 -1.650 3.253  0.041
38 H 6.650 -3.173 3.856  0.121
39 H 5.707 -2.138 0.094  -0.481
40 H 6.861 -1.123 0.949  -0.035
41 C 4.940 1.228 2.323  0.565
42 O 5.593 1.803 1.444  -0.572
43 N 5.474 0.657 3.417  -0.311
44 N 3.632 0.902 2.106  -0.440
45 H 4.918 0.052 3.994  0.171
46 H 6.392 0.918 3.724  0.184
47 H 3.326 0.042 2.524  0.201
48 H 3.228 1.359 1.309  0.233
49 C 8.511 -6.231 5.377  0.621
50 O 7.863 -5.179 5.462  -0.745
51 N 9.728 -6.330 5.974  -0.466
52 N 8.172 -7.300 4.633  -0.192
53 H 10.033 -5.554 6.533  0.251
54 H 10.117 -7.242 6.135  0.176
55 H 8.730 -8.131 4.595  0.189
56 H 7.280 -7.277 4.164  -0.067
57 C 8.801 0.228 1.671  0.554
58 O 8.308 -0.130 0.589  -0.828
59 N 9.334 -0.576 2.631  -0.410
60 N 8.592 1.498 2.097  -0.357
61 H 9.963 -0.070 3.232  0.194
62 H 9.400 -1.574 2.532  0.263
63 H 8.666 1.551 3.096  0.238
64 H 8.003 2.063 1.501  0.129
65 C 7.057 -4.393 -2.302  0.641
66 O 7.839 -5.274 -2.662  -0.721
67 N 6.215 -4.528 -1.270  0.037
68 N 7.004 -3.207 -2.966  -0.275
69 H 5.896 -5.412 -0.924  0.039
70 H 5.758 -3.729 -0.875  -0.160
71 H 6.439 -2.424 -2.666  0.132
72 H 7.640 -3.113 -3.737  0.168
73 C 5.977 -8.624 2.267  0.588
74 O 6.080 -9.276 3.296  -0.650
75 N 6.186 -9.136 0.971  -0.514
76 N 5.648 -7.318 2.224  -0.079
77 H 6.476 -10.099 1.027  0.273
78 H 5.416 -8.815 0.406  0.229
79 H 5.633 -6.827 1.350  0.081
80 H 5.351 -6.879 3.083  0.444

> maximum force of number 3 (C21H61O10S9)?

4.1 eV/Å

> Among the records above, which one has the highest maximum force?

C10H12ClF3NO11PS

> Among the records above, which one has the highest molecular weight?

C21H61O10S9

> What is the formula in the first record?

C15H23BrF16NbO2